Molecular formula: C4H10ClN2
Method: DFT, ωB97M-V/def2-TZVPD

As for the highest occupied orbital energy: -15.12 eV. As for the HOMO-LUMO gap: 0.408 hartree. The SMILES is CC(C)(Cl)C(N)=[NH2+]. The total charge is +1. Its energy is -19806.1965 eV. The molar mass comes out at 121.6 g mol⁻¹. For the energy above the lowest of the compared OMol25 structures with the same formula, charge and spin, the calculation gives 13.7 kJ/mol. The LUMO energy comes out at -4.03 eV.

Element x y z (Å)
C -1.032 0.302 -0.109
C 1.450 0.039 0.339
C 0.433 -1.463 -1.422
C 0.315 -0.072 -0.688
N -1.294 1.571 0.270
N -1.953 -0.664 -0.191
Cl 0.591 1.180 -1.964
H 2.405 -0.014 -0.048
H 1.228 -0.693 1.151
H 1.424 0.992 0.833
H 1.511 -1.562 -1.708
H -0.216 -1.484 -2.232
H 0.342 -2.353 -0.804
H -0.386 1.964 0.426
H -2.010 1.901 0.818
H -1.423 -1.441 -0.659
H -2.921 -0.575 0.214